Molecular formula: C2H6Se
Method: DFT, wB97M-V/def2-TZVPD

## Properties
Kohn-Sham gap: 0.3161 Ha
Energy above the lowest of the compared OMol25 structures with the same formula, charge and spin: 74.2 kcal per mole

Last column: Mulliken charge in e.
Element x y z (Å)
C  -0.864  -0.295  -0.416  -0.799
C  0.180  0.539  0.032  -0.629
Se  1.962  -0.004  -0.193  -0.042
H  -1.138  0.139  -1.508  0.221
H  -0.683  -1.314  -0.460  0.357
H  -1.772  -0.277  0.195  0.276
H  0.276  0.691  1.861  0.147
H  0.054  1.554  -0.166  0.373
H  1.984  -1.033  0.656  0.098

***

Molecular formula: C24H37F3O11S
Method: DFT, wB97M-V/def2-TZVPD

## Properties
Kohn-Sham gap: 0.3795 Ha
Structure (SMILES): C[C@@]1(CCC(F)(F)F)CCCOS1(=O)=O.O=C1CCCO1.O=C1CCCO1.O=C1CCCO1.O=C1CCCO1

Last column: Mulliken charge in e.
Element x y z (Å)
C  -1.055  -3.854  -0.831  -1.623
C  -0.361  -2.469  -0.768  1.550
C  -1.370  -1.453  -0.200  -1.670
C  -0.900  0.007  -0.027  -0.282
C  -0.735  0.395  1.419  0.343
F  0.331  -0.184  2.011  -0.105
F  -1.795  0.062  2.185  -0.358
F  -0.558  1.719  1.562  -0.242
C  0.928  -2.550  0.090  -0.889
C  2.101  -1.697  -0.392  0.764
C  2.551  -2.086  -1.804  -0.901
O  1.494  -2.755  -2.562  -0.384
S  0.099  -2.036  -2.460  1.385
O  0.310  -0.613  -2.560  -0.646
O  -0.771  -2.689  -3.394  -0.641
H  -1.781  -3.904  -1.646  0.207
H  -1.596  -4.014  0.111  0.425
H  -0.328  -4.662  -0.957  0.455
H  -1.640  -1.848  0.789  0.502
H  -2.295  -1.492  -0.792  0.397
H  -1.660  0.691  -0.426  0.431
H  0.049  0.210  -0.523  0.128
H  1.254  -3.599  0.116  0.578
H  0.667  -2.279  1.122  -0.180
H  2.941  -1.866  0.293  0.772
H  1.863  -0.629  -0.347  -0.785
H  3.380  -2.796  -1.779  0.351
H  2.859  -1.197  -2.364  0.326
O  -5.899  -4.291  -4.615  -0.586
C  -5.266  -3.414  -5.131  0.509
C  -3.767  -3.189  -5.104  0.134
C  -3.628  -1.739  -5.557  -0.370
C  -4.858  -1.573  -6.440  -0.453
O  -5.854  -2.436  -5.868  -0.354
H  -3.304  -3.886  -5.804  0.245
H  -3.368  -3.373  -4.110  -0.229
H  -2.696  -1.520  -6.073  0.337
H  -3.698  -1.074  -4.694  0.201
H  -4.676  -1.895  -7.468  0.246
H  -5.257  -0.561  -6.453  0.319
O  4.012  0.702  -0.567  -0.647
C  3.725  1.388  0.378  0.553
C  3.572  0.965  1.823  -0.087
C  2.783  2.122  2.430  0.265
C  3.207  3.289  1.546  -0.138
O  3.450  2.704  0.251  -0.338
H  4.567  0.866  2.261  0.400
H  3.059  0.012  1.889  -0.082
H  2.979  2.289  3.487  0.578
H  1.714  1.940  2.310  -0.398
H  4.134  3.755  1.886  0.290
H  2.444  4.057  1.430  -0.404
O  1.827  5.637  1.762  -0.613
C  1.269  5.564  0.704  0.527
C  0.346  4.471  0.200  0.613
C  0.290  4.738  -1.304  -0.612
C  0.535  6.241  -1.363  -0.469
O  1.385  6.529  -0.242  -0.393
H  -0.623  4.604  0.684  0.271
H  0.740  3.492  0.451  -0.510
H  -0.644  4.442  -1.779  0.366
H  1.105  4.209  -1.800  0.278
H  -0.387  6.816  -1.248  0.255
H  1.044  6.567  -2.267  0.361
O  1.840  -0.873  3.707  -0.560
C  1.133  -0.841  4.676  0.589
C  -0.065  -1.714  4.996  -0.170
C  -0.767  -0.935  6.106  -0.538
C  0.400  -0.195  6.750  -0.522
O  1.332  0.041  5.680  -0.386
H  0.307  -2.682  5.338  0.335
H  -0.670  -1.861  4.105  0.078
H  -1.318  -1.554  6.811  0.345
H  -1.462  -0.217  5.668  0.237
H  0.902  -0.795  7.512  0.277
H  0.127  0.766  7.179  0.341

***

Molecular formula: C5H15N2O
Method: DFT, wB97M-V/def2-TZVPD

## Properties
Kohn-Sham gap: 0.3473 Ha
Energy above the lowest of the compared OMol25 structures with the same formula, charge and spin: 55.5 kcal per mole
Total charge: +1

Last column: Mulliken charge in e.
Element x y z (Å)
C  1.057  -0.722  3.041  -1.190
C  1.395  -1.458  1.793  -0.379
C  1.968  -0.491  0.648  -0.729
C  0.792  0.419  0.195  0.663
C  -0.302  -0.159  -0.367  -0.666
N  -1.368  0.579  -1.118  -0.248
N  0.965  1.803  0.272  -0.389
H  1.994  -0.184  3.418  0.251
H  0.799  -1.402  3.781  0.431
H  0.283  -0.055  2.922  0.327
H  2.132  -2.326  2.030  0.341
H  0.520  -2.127  1.471  0.271
H  2.441  -0.859  -0.317  0.320
H  2.925  -0.033  1.036  0.358
H  -0.592  -1.209  -0.248  0.276
H  -2.144  -0.168  -1.270  0.386
H  -1.836  1.346  -0.644  0.332
H  -0.944  0.790  -1.969  0.362
H  0.277  2.446  0.077  0.088
H  1.742  2.228  0.571  0.172
H  -3.122  -0.581  -4.326  0.323
H  -4.233  0.272  -3.839  0.320
O  -3.361  -0.043  -3.579  -0.619

***

Number 3 is which compound?
C5H15N2O